# 1
Formula: C10H18BI2N3O7SV
Source: OMol25
Level of theory: ωB97M-V with the def2-TZVPD basis set

XYZ file:
```
43
Properties=species:S:1:pos:R:3:nbo_charge:R:1
C 1.57529 -0.35662 -1.21931 -0.076
N -1.14771 0.23182 -0.95090 -0.227
H -1.41873 -2.55914 0.44561 0.428
O 2.09848 -2.24737 3.88447 -0.546
H 1.63957 2.43538 0.88699 0.224
C -0.61543 -0.83969 -0.22961 0.802
C -3.01984 1.43518 0.02764 -0.101
O -1.23140 -0.05911 2.31589 -0.655
H -4.80999 0.71829 0.83311 0.244
V 0.90893 -3.25684 4.38933 1.868
C 1.82605 1.10068 -0.73460 -0.403
H 2.52877 -0.36135 1.72504 0.181
I -3.95634 -0.94133 -1.50997 0.195
H 3.58243 1.09724 1.50601 0.217
C 1.54742 1.35836 0.74159 -0.431
N 0.64839 -1.13045 -0.33539 -0.451
H 1.16693 -0.30995 -2.22203 0.253
C 2.93739 -1.03713 -1.39884 -0.619
H 2.84688 -2.02382 -1.84230 0.225
O 0.44622 -4.54330 5.27219 -0.515
C -1.41427 -1.20394 1.96687 0.863
H 0.45007 1.72769 -4.35583 0.509
H -4.65732 2.44660 0.97501 0.243
B -0.77134 1.08780 -3.08816 1.277
H -5.05909 1.67617 -0.61682 0.250
H -0.68804 2.60382 -1.91685 0.505
S 1.29910 -2.49193 0.51803 0.238
O -1.17554 2.34166 -2.70738 -0.914
I -1.73646 2.90778 0.82616 0.208
O -1.54622 -2.15063 2.80596 -0.766
C 2.57653 0.72499 1.68122 -0.613
H 2.31988 1.06890 2.68344 0.229
H 2.88840 1.28521 -0.87933 0.228
H 0.54268 1.10841 1.06558 0.233
C -4.48854 1.61514 0.30275 -0.682
C -2.55259 0.42617 -0.68093 -0.067
O -0.05377 0.92100 -4.22256 -0.879
H 0.72054 -3.51036 -0.15624 0.140
N -1.47422 -1.56054 0.58848 -0.724
H 3.53271 -1.02736 -0.49201 0.224
H 1.32439 1.79945 -1.40323 0.201
H 3.45794 -0.42850 -2.13495 0.239
O -1.04811 -0.07838 -2.34411 -0.556
```

Values from the calculation:
Multiplicity: 1
Charge: +1
Lowest unoccupied orbital energy: -0.289 Eh
Orbital gap: 3.60 eV
Maximum force: 5.50 eV/Å
Total energy: -82854.17474 eV



# 2
Formula: C10H18BN5PtSi
Source: OMol25
Level of theory: ωB97M-V with the def2-TZVPD basis set

XYZ file:
```
36
Properties=species:S:1:pos:R:3:nbo_charge:R:1
H -1.08484 -2.29060 -2.36488 0.262
C -1.23467 -2.46992 -1.31495 -0.060
B 5.19795 -0.10488 -1.87186 -0.525
H -0.50165 2.98273 1.34832 0.265
H 1.20524 3.15156 -1.24243 0.275
C -1.02933 -2.17853 0.82830 0.322
H -0.21957 3.66231 -2.15507 0.296
C -0.62919 -1.45049 2.00738 0.312
Pt 0.57473 0.02391 -0.19112 0.940
H 5.22690 -0.55729 -2.99793 0.192
H -2.82129 1.92389 -2.11621 0.294
H -1.87812 0.52938 -2.64249 0.265
C 0.34971 2.78734 -1.81233 -1.183
H 0.70432 2.25593 -2.69621 0.273
C -2.21235 1.08170 -1.76367 -1.180
N 0.08208 -0.35282 1.82681 -0.466
C -1.93772 -3.45922 -0.70710 -0.021
N -1.79597 -3.26172 0.64879 -0.455
H -2.21655 -3.83707 1.36197 0.455
N -0.65210 -1.69076 -0.33896 -0.459
N -0.89032 -1.62067 3.30948 -0.451
C -0.33870 -0.56008 3.99388 -0.031
H 0.80617 1.14356 3.20103 0.262
H -1.93265 3.50751 0.46087 0.291
H 6.00820 -0.05759 -0.97512 0.128
C -1.34406 2.62862 0.75333 -1.182
H -2.85064 0.44066 -1.15498 0.261
H -1.40680 -2.37490 3.73499 0.455
H -1.97962 1.99181 1.36930 0.260
Si -0.83819 1.81910 -0.80733 1.666
H -0.41164 -0.46926 5.06341 0.274
C 3.73159 0.01272 -1.34603 0.387
N 2.65241 0.02306 -0.95443 -0.637
H 5.92644 0.81327 -2.40859 0.297
C 0.25288 0.23160 3.06321 -0.055
H -2.51261 -4.27486 -1.10936 0.273
```

Values from the calculation:
Multiplicity: 1
Charge: +2
Lowest unoccupied orbital energy (alpha / beta): -0.384 / -0.384 Eh
Orbital gap (alpha / beta): 3.37 / 3.37 eV
Maximum force: 3.69 eV/Å
Total energy: -29893.79646 eV
ΔE to the lowest compared entry with this formula, charge and spin: 89.6 kcal per mole



# 3
Formula: C10H18BaFO8
Source: OMol25
Level of theory: ωB97M-V with the def2-TZVPD basis set

XYZ file:
```
38
Properties=species:S:1:pos:R:3:mulliken_charge:R:1
O -2.04568 0.39714 0.46852 -0.328
O -0.02468 3.05666 1.05445 -0.459
H -2.08016 -2.28064 -4.88693 0.381
C -1.85049 -2.83127 -0.89745 -0.671
O -0.43124 -0.82317 -3.68016 -0.714
Ba 0.92870 0.57467 0.58924 1.726
H 4.39029 0.48644 0.10269 0.006
C 4.43856 -0.60247 0.11000 -0.505
C -0.90609 -2.16684 -1.58344 0.287
H 5.06776 -1.04247 0.88370 0.259
O 3.13114 -1.03143 0.25784 -0.409
H 0.08710 3.24487 3.12459 0.235
O 2.92672 2.46615 0.98412 -0.493
H -2.55093 0.93675 -0.14398 0.209
H -2.37750 -0.95826 1.83816 0.192
C -3.11667 -3.24454 -1.66412 0.477
C -1.99981 -2.43770 -3.82144 -0.922
H -0.57686 3.45900 0.38005 0.265
H 3.03640 -1.74737 -0.37465 0.278
C -1.03275 -1.85684 -3.07265 0.330
H 3.69543 1.63348 2.79501 0.328
H -3.65348 -1.04257 0.59440 0.277
C -3.12512 -3.10356 -3.22242 0.561
H 4.76973 -1.13819 -0.77962 0.379
O -4.19842 -3.44420 -3.67937 -0.679
H -1.08926 4.24103 2.25369 0.318
O 0.12968 -1.79403 -0.90231 -0.697
O -4.21557 -3.59829 -1.19163 -0.717
H -3.48862 0.37721 1.75165 0.343
H 3.77491 2.32512 0.55718 0.227
H 2.05990 2.43680 2.95974 0.146
C -0.65341 3.24450 2.32475 -0.559
H -1.85860 -3.04229 0.16170 0.497
C 3.02912 2.42886 2.46110 -0.517
H 3.53943 3.36162 2.70120 0.283
H -1.42799 2.51160 2.55054 0.206
F 0.68670 1.38260 -2.15006 -0.860
C -2.98817 -0.37841 1.14609 -0.681
```

Values from the calculation:
Multiplicity: 1
Charge: -1
Lowest unoccupied orbital energy: 0.031 Eh
Orbital gap: 2.87 eV
Maximum force: 5.94 eV/Å
Total energy: -30450.23791 eV
ΔE to the lowest compared entry with this formula, charge and spin: 91.0 kcal per mole



# 4
Formula: C10H18Br12IPS
Source: OMol25
Level of theory: ωB97M-V with the def2-TZVPD basis set

XYZ file:
```
43
Properties=species:S:1:pos:R:3:nbo_charge:R:1
H 1.81699 0.41659 1.44095 0.259
H 3.12097 -1.21999 2.28363 0.143
Br 3.14243 -4.52251 -7.57896 0.089
S 3.08665 -0.91712 3.67722 -0.093
Br -6.52924 -3.03567 -0.43744 0.089
Br 2.86680 -1.33999 -8.00335 0.095
H -1.41854 -0.99958 3.01338 0.222
C 0.65044 3.13278 0.89691 -0.645
H -0.91406 -0.61879 -3.78322 0.232
C 1.28022 -0.97947 4.27614 -0.528
Br -7.68652 -0.02843 -0.39846 0.088
H 0.72269 0.04623 4.16925 0.223
H 3.32058 -3.15277 -9.65715 0.227
H 0.11800 0.89059 2.25285 0.220
Br -5.48111 -0.87785 -2.58915 0.087
Br -0.18640 1.50083 -4.88095 0.081
H 0.83819 4.01321 0.12336 0.225
C 0.48013 -2.25781 3.61783 -0.437
H -0.72991 1.66018 -0.23504 0.221
Br 0.83766 -3.34684 -9.49994 0.084
H 1.30661 -2.97514 3.15397 0.236
H 1.36364 -1.17873 5.45008 0.245
C 1.23490 4.69001 4.39768 -0.490
C 0.38264 1.67166 0.12794 -0.416
C -6.15166 -1.15922 -0.78488 -0.493
Br -0.17818 -1.52533 -5.98862 0.090
H -1.40080 -2.80793 2.42392 0.256
Br -0.40373 4.99260 5.40124 0.087
C 2.63696 -3.09815 -8.80351 -0.491
Br 1.54326 -0.76201 -3.37357 0.085
H 1.05033 5.03118 3.37368 0.228
H -5.35356 -0.86100 -0.09704 0.231
H -0.23508 3.39902 1.64799 0.207
Br 2.71378 5.74694 5.09064 0.093
C -0.71479 -1.84735 2.57371 -0.722
H 1.59796 2.96301 1.60216 0.213
Br 1.68212 2.79962 4.29462 0.092
P -0.05670 -1.20374 0.86099 0.609
C -0.05347 -0.38401 -4.41827 -0.490
I -2.04674 -1.08956 -0.59262 -0.144
C 0.66527 0.51799 1.25995 -0.759
H -0.01988 -2.83508 4.52747 0.228
H 1.10115 1.55163 -0.81540 0.224
```

Values from the calculation:
Multiplicity: 1
Charge: 0
Lowest unoccupied orbital energy: -0.008 Eh
Orbital gap: 8.25 eV
Maximum force: 2.74 eV/Å
Total energy: -879392.42985 eV



# 5
Formula: C10H18F3Na3O12S
Source: OMol25
Level of theory: ωB97M-V with the def2-TZVPD basis set

XYZ file:
```
47
Properties=species:S:1:pos:R:3:nbo_charge:R:1
H -0.25820 -0.39397 -6.10554 0.223
H 0.59069 -4.33575 0.19791 0.188
C -4.65127 2.94667 0.51840 -0.272
O 2.10472 1.87275 0.08227 -1.050
C 0.31665 0.15474 -5.37203 -0.257
C 0.05085 -6.40022 1.90603 0.985
H 1.09801 -8.77186 0.37833 0.197
C -0.84593 3.17020 -1.96246 -0.263
O -3.76528 4.04545 0.44803 -0.461
H 1.98590 -4.66817 1.31086 0.196
H -5.66100 3.27388 0.27734 0.222
O 3.42990 1.49637 2.09180 -1.043
H 0.82774 -3.27455 1.56109 0.173
O -2.14145 2.84376 1.44745 -0.731
O 1.00953 1.64380 -3.25661 -0.764
H -0.54661 4.15229 -2.32975 0.197
H -1.79207 3.29159 -1.44022 0.200
O -1.12373 2.36025 -3.10952 -0.470
C -0.14977 1.65335 -3.64350 1.015
O 1.14207 -6.87650 1.27834 -0.536
H -0.10488 4.05268 1.25028 0.196
O -1.90359 5.01597 0.84250 -0.476
O 1.07373 2.08016 2.26062 -1.047
H -4.43086 2.15487 -0.19911 0.197
H -4.70583 2.51726 1.51879 0.196
O -0.87433 -7.03782 2.29540 -0.582
H 2.36019 -8.46823 1.61667 0.192
O -0.59932 1.02119 -4.69363 -0.459
H 0.76502 -0.54948 -4.66931 0.189
C -2.55880 3.87043 0.94683 1.003
Na 5.59418 0.14757 2.27077 0.996
C 0.96993 -4.29596 1.22031 -0.251
H 1.12485 0.73380 -5.81394 0.195
Na 3.22919 2.29192 -1.88772 0.990
C 1.32749 -8.28810 1.32403 -0.265
H -0.44359 5.52008 2.18697 0.190
H -0.05340 5.70217 0.47939 0.216
F 2.42382 -1.04066 0.67466 -0.319
C -0.53262 5.05057 1.20237 -0.277
S 2.10961 1.45883 1.47541 2.371
C 1.58499 -0.29596 1.40791 0.704
O 0.12512 -5.06909 2.07472 -0.516
H -0.12982 2.72472 -1.27560 0.197
H 0.69735 -8.74875 2.08313 0.217
Na -0.61161 2.43462 3.59562 0.987
F 1.57243 -0.81553 2.63180 -0.307
F 0.37000 -0.35135 0.90290 -0.286
```

Values from the calculation:
Multiplicity: 1
Charge: +2
Lowest unoccupied orbital energy: -0.245 Eh
Orbital gap: 7.27 eV
Maximum force: 1.65 eV/Å
Total energy: -67459.06756 eV



# 6
Formula: C10H18N
Source: OMol25
Level of theory: ωB97M-V with the def2-TZVPD basis set

XYZ file:
```
29
Properties=species:S:1:pos:R:3:nbo_charge:R:1
H -3.83831 0.76840 0.27564 0.249
C 0.36134 -0.48078 -0.45888 -0.230
H 1.79151 -0.67892 1.04346 0.237
C 1.94984 1.38183 -0.34192 0.080
C -0.72621 0.41693 -0.02788 0.137
H -2.00832 1.92906 -0.76704 0.223
H 2.67256 -2.58857 0.08282 0.230
H 1.27804 -2.83655 -0.89444 0.214
H -3.64715 -0.96999 -0.45479 0.251
H 1.21112 0.68433 -2.09649 0.244
H -0.92333 1.19499 -1.92887 0.230
H -1.50068 -1.23982 0.75929 0.451
C 0.96844 -1.31418 0.68709 -0.408
C -0.98823 1.62767 -0.93090 -0.610
H -0.10530 -1.21975 -1.21488 0.227
H 2.32159 -0.35462 -1.20382 0.240
H -3.73326 -0.55893 1.31319 0.236
H -0.23501 2.27438 -0.69716 0.254
H 3.55036 1.84006 0.65861 0.215
H 1.22320 -3.44779 0.94193 0.239
C 1.55251 -2.67842 0.15459 -0.631
C -1.09968 0.71455 1.32049 0.106
H 0.20623 -1.46548 1.47704 0.182
N -1.89389 -0.28177 0.63234 -0.419
C -3.36881 -0.26989 0.37087 -0.426
H 2.33207 3.30638 0.55233 0.234
H -1.40600 1.70620 1.53069 0.215
C 2.52680 2.25455 0.36942 -0.481
C 1.52856 0.28610 -1.15272 -0.488
```

Values from the calculation:
Multiplicity: 1
Charge: +1
Lowest unoccupied orbital energy (alpha / beta): -0.102 / -0.193 Eh
Orbital gap (alpha / beta): 10.46 / 5.09 eV
Maximum force: 4.64 eV/Å
Total energy: -12137.94159 eV
ΔE to the lowest compared entry with this formula, charge and spin: 179.8 kcal per mole